Record 1
Molecular formula: C27H78N10O14
Method: DFT, ωB97M-V/def2-TZVPD

As for the SMILES: COCCNCCOC.COCCNCCOC.COCCNCCOC.COCCNCCOC.NC(N)=O.NC(N)=O.NC(N)=O.O.O.O. For the HOMO-LUMO gap, the calculation gives 0.288 Ha.

ORCA input file:
```
! RIJCOSX wB97M-V def2-TZVPD def2/J DEFGRID3
* xyz 0 1
O -1.6630 5.1974 -1.8994
O -4.8305 0.3184 0.3240
O 1.5655 -3.6262 -4.0878
O -6.0208 2.4238 -2.4704
O -3.1317 3.2017 6.4408
O -4.6146 -0.8611 -2.1643
O 1.3805 2.1847 5.0891
O 3.0284 1.0308 -0.0005
O 7.2304 2.1308 2.4540
O -0.8214 0.9457 -5.3928
O -0.4435 -3.2307 1.0522
O -2.0911 0.9401 0.4772
O 0.0210 4.7765 1.8815
O 4.2355 -7.9681 0.1551
N -1.2881 2.7565 -0.5537
N -6.1120 3.0057 -0.3002
N -1.4070 1.3357 5.2681
N -5.3625 0.2494 -3.9543
N 5.7336 1.9343 -0.1588
N -2.9587 1.7573 -1.4231
N -7.3197 4.1268 -1.8353
N 2.8780 -4.6783 0.7974
N -4.7467 -1.7193 -4.2149
N -0.5326 -1.6418 -3.9812
C -4.8697 -0.7742 -3.3538
C -6.3974 3.1885 -1.5830
C 3.7231 0.9389 -1.2349
C -2.0833 1.7692 -0.4235
C 7.5447 2.7553 1.1829
C 3.3302 -6.9015 0.0030
C 1.4901 -4.6809 0.9465
C -0.7125 1.4129 3.9815
C 0.8258 1.4527 4.0690
C 0.3345 -3.8974 -3.4402
C -0.7912 -1.8231 0.8725
C 0.9730 3.5301 4.9973
C 2.0471 -4.7501 -4.7798
C -2.8423 1.0753 5.1620
C 1.6204 1.0609 -0.1941
C 0.8245 -3.4351 0.3705
C -2.0828 0.5979 -5.8660
C 3.5967 -5.9523 1.1119
C -3.9012 3.9885 7.3760
C 5.9574 1.9911 2.9360
C 4.4515 -8.7378 -1.0225
C -0.7305 0.9083 -4.0003
C 7.1948 1.9209 -0.1051
C -0.3138 -2.5999 -2.9002
C -1.2211 -0.4257 -3.3825
C 5.2640 0.7689 -0.9333
C -3.5265 1.8397 6.2671
H 4.6613 -9.7750 -0.7614
H -6.6314 3.5149 0.4006
H -2.4987 -0.3829 -5.6357
H 7.6230 2.4241 -0.9719
H -2.8242 1.2881 -5.4634
H 3.3663 -6.4462 2.0558
H -4.8307 -0.3806 -0.3299
H -2.1140 0.7682 -6.9421
H -1.5763 3.4983 -1.1756
H 0.0329 3.7337 5.5100
H -0.4998 -1.3342 -0.0571
H 1.2649 0.1529 -0.6812
H -1.3458 2.2709 5.6448
H -2.4835 5.5868 -2.2019
H -0.0135 5.5132 2.4917
H -4.3386 -2.5771 -3.8718
H 0.9520 -5.5198 0.5052
H 1.7108 4.1182 5.5430
H -5.3696 1.0582 -3.3493
H -3.5376 0.9467 -1.5902
H 0.4491 -4.6927 -2.7036
H -3.2746 4.8658 7.5364
H 5.2773 2.1936 0.7041
H 5.2856 2.7399 2.5164
H -2.8562 0.0126 5.4043
H -1.1402 5.9414 -1.6005
H 3.4880 -8.6524 -1.5250
H 2.0626 -5.6995 -4.2446
H -1.3980 1.6662 -3.5905
H 1.2725 -4.7524 2.0122
H 3.2765 -3.7685 0.9805
H -5.7212 0.2381 -4.8984
H -7.5606 4.4459 -2.7628
H 7.6084 0.9125 -0.1121
H 1.3293 1.9848 -0.6937
H 3.4355 0.0760 -1.8355
H -1.8798 -1.8771 0.8625
H 1.2568 1.8728 3.1603
H -1.0696 -0.4016 -2.3034
H 6.0492 2.1358 4.0124
H -7.5831 4.7686 -1.1013
H 3.1182 -4.7353 -4.9812
H 5.4161 -0.1811 -0.4212
H 1.3835 0.5191 4.1434
H -0.8977 2.8536 0.3728
H 5.7761 0.6972 -1.8929
H 1.2569 1.0799 0.8333
H 4.6639 -5.7373 1.0562
H -0.3892 -4.1669 -4.2094
H -0.6243 -1.1638 1.7244
H 3.5484 1.9314 -1.6503
H 0.2973 -2.0927 -2.1536
H 7.0921 3.7414 1.2873
H -5.6958 2.1093 -0.0921
H 2.3306 -7.3111 -0.1421
H -5.3549 -1.5308 -4.9989
H -1.1244 0.7179 3.2498
H 0.2336 1.2434 -3.6177
H -3.9039 0.4869 0.4949
H 3.4653 -6.3792 -0.9442
H 0.8808 3.8859 3.9711
H 5.4926 1.0416 2.6706
H -3.2201 1.1051 4.1400
H -1.1028 -2.8931 -2.2077
H 0.3758 -1.4865 -4.3945
H -3.1292 2.4961 -2.0904
H 0.4794 5.1209 1.1151
H -2.2956 -0.5546 -3.5125
H -0.9697 2.3568 3.5010
H 1.5566 -4.7410 -5.7532
H 8.6209 2.9211 1.2308
H 1.4691 -2.6053 0.6603
H 5.1542 -8.3343 -1.7515
H 0.8070 -3.5319 -0.7150
H -4.5598 1.8108 5.9213
H -3.9542 3.5845 8.3870
H -4.9293 4.1626 7.0586
H -3.5571 1.2996 7.2134
*
```

Mulliken population analysis, charges in e, atoms 1 to 4:
1. O -0.63
2. O -0.77
3. O -0.32
4. O -0.67

Record 2
Molecular formula: C27H78N12O9
Method: DFT, ωB97M-V/def2-TZVPD

As for the SMILES: COC[C@H](C)N.COC[C@H](C)N.COC[C@H](C)N.COC[C@H](C)N.COC[C@H](C)N.COC[C@H](C)N.NC(N)=O.NC(N)=O.NC(N)=O. For the HOMO-LUMO gap, the calculation gives 0.330 Ha.

ORCA input file:
```
! RIJCOSX wB97M-V def2-TZVPD def2/J DEFGRID3
* xyz 0 1
O 2.2222 1.5464 1.3853
O -1.1573 6.0895 1.1863
O 2.3310 -5.3933 -4.4831
O 2.8762 -1.7382 3.0199
O 1.5863 2.6286 -2.3529
O -2.5844 -3.7591 -3.8985
O -4.7867 -2.1307 -0.1445
O -2.0266 0.0110 -0.5345
O -3.8810 2.5029 1.7954
N 0.4430 -3.0892 -3.6508
N -1.6441 3.2746 3.5780
N -5.3098 3.6738 0.5145
N -0.2335 1.2741 0.0028
N -3.7633 -3.6816 -2.0804
N -0.2031 1.3063 -5.3065
N -2.1638 -2.6956 0.8760
N 2.9912 0.4018 -1.2220
N -3.9923 2.2438 -0.4161
N -3.0099 -1.8374 -2.9562
N 3.2004 0.0367 6.2023
N 0.0831 -0.3960 -1.1527
C 0.5047 -3.8633 -1.3513
C -4.3948 -1.8733 1.1848
C -4.3727 2.7602 0.7248
C -1.4491 4.6310 3.1746
C -6.1541 -1.9219 -0.5360
C 0.9742 1.4938 -4.4600
C -3.0408 -3.1279 -2.9687
C 1.2019 -3.8821 -2.6763
C -3.2920 -2.8172 1.7433
C 3.6194 -0.8318 5.1054
C 1.6553 3.8469 -1.6338
C 4.1527 -2.1910 5.6805
C 1.6829 -2.1036 2.2723
C 3.5439 1.0914 1.0415
C 2.7908 -6.6019 -4.9661
C -0.5381 5.3813 4.1905
C 3.5490 -0.0635 0.0101
C 2.0983 2.4897 2.3850
C -2.8463 -2.4629 3.0760
C 0.7498 2.6936 -3.4497
C 2.2142 1.5923 -5.2507
C -0.6027 6.1510 -0.0997
C 5.0013 -0.3821 -0.3795
C 2.4659 -0.8860 4.1281
C -0.9279 4.8086 1.7508
C 1.5864 -5.2884 -3.2434
C -0.8292 0.2475 -0.5429
H -3.0809 -1.4669 3.4517
H -3.4301 -3.0517 3.7835
H 2.0283 0.0460 3.7704
H -3.7235 -3.8160 1.6786
H 0.6590 -5.8587 -3.1901
H 3.9438 0.7439 1.9941
H 4.9163 -0.8734 -1.3488
H -0.5569 -3.2241 -3.6048
H -2.4556 5.0492 3.1877
H 2.2770 4.5902 -2.1329
H -0.4796 6.4588 4.0367
H -2.7469 -2.9218 0.0830
H -1.4409 4.0129 1.2105
H 2.1186 -3.3096 -2.5345
H -0.1339 -4.7464 -1.3704
H 0.8029 3.6860 -3.8975
H 0.4478 5.8650 -0.1525
H 5.0170 -2.1433 6.3429
H -0.2187 -1.1510 -1.7518
H 1.0344 0.4910 -4.0371
H 1.1744 -3.9130 -0.4927
H -5.2715 -1.8843 1.8324
H 2.0320 -7.3428 -4.7143
H -3.1953 1.6266 -0.4786
H -2.1476 2.9118 2.7811
H 0.6303 4.1793 -1.4696
H -5.6251 3.8224 -0.4334
H 1.0457 -0.2008 -0.9170
H 2.5446 2.1003 3.3000
H -0.9563 0.7671 -4.9039
H 1.0310 -2.7423 2.8682
H 2.6380 0.8045 5.8640
H -1.0960 5.4022 5.1267
H 2.1618 3.5979 -0.7013
H -5.5013 4.2520 1.3202
H -6.8038 -2.5226 0.1006
H -6.3474 -0.8576 -0.4020
H 2.4234 1.2308 -1.1202
H 1.0634 2.6956 2.6582
H 0.1445 4.6304 1.6711
H -1.8025 -2.7629 3.1684
H 3.4524 -2.7346 6.3145
H -0.1583 -3.0009 -1.2822
H 3.1726 1.9291 -4.8556
H -0.7657 1.8884 0.6024
H 1.2122 -1.2718 1.7482
H 2.5649 3.4260 2.0786
H 0.6416 -3.5818 -4.5098
H 2.3216 -5.5570 -2.4848
H 2.9325 -0.9001 0.3390
H 5.4545 -1.2074 0.1698
H -4.3633 2.6663 -1.2552
H 4.1021 1.9845 0.7609
H 4.3055 -2.9220 4.8865
H 0.7720 1.3677 0.0223
H -0.7038 7.1708 -0.4709
H -6.3429 -2.2120 -1.5695
H 3.7373 -6.8160 -4.4697
H 2.0087 2.1726 -6.1502
H -0.2637 2.5261 -3.0852
H 0.0888 0.8411 -6.1541
H 1.5859 -1.2555 4.6546
H -1.1224 5.4461 -0.7487
H 5.6735 0.4713 -0.2905
H -4.1937 -4.5783 -2.2561
H -3.3181 -1.2408 -2.2017
H 2.7302 -0.6047 6.8249
H 0.4210 4.8666 4.1350
H -2.1787 3.1800 4.4297
H 2.0055 -2.7785 1.4796
H 3.7137 0.6477 -1.8836
H -1.8287 -1.7712 0.6451
H 4.4333 -0.4463 4.4913
H -4.0797 -0.8314 1.2423
H 2.3899 0.6215 -5.7142
H -4.1936 -2.9939 -1.4787
H -2.7139 -1.3687 -3.8004
H 3.0658 -6.4669 -6.0122
*
```

Mulliken population analysis, charges in e, atoms 1 to 4:
1. O 0.43
2. O -0.47
3. O -0.32
4. O -0.47

Calculated ΔE to the lowest compared entry with this formula, charge and spin (kJ/mol), listed in the same order as above: 0.00, 406.72